(1)
Below is a cluster of 8 separate species, C47H57F25O18SSi in total at a distorted geometry, with properties calculated with wB97M-V/def2-TZVPD.

As for the calculated total energy: -173151.519 eV. As for the orbital gap: 7.024 eV. For the molecular weight, the calculation gives 1445.06 g/mol. As for the SMILES: CCCc1c(C[SH](=O)=O)ccc2c1C(=O)C(C(F)(F)C(F)F)=C([Si](C)(C)C)C2=O.CCOC(=O)C(F)(F)F.CCOC(=O)C(F)(F)F.CCOC(=O)C(F)(F)F.CCOC(=O)C(F)(F)F.CCOC(=O)C(F)(F)F.CCOC(=O)C(F)(F)F.CCOC(=O)C(F)(F)F. Its LUMO energy is -2.3 eV.

Structure (ORCA input):
```
! RIJCOSX wB97M-V def2-TZVPD def2/J DEFGRID3
* xyz 0 1
C 4.058 -3.513 2.115
C 3.369 -2.448 1.044
C 3.805 -0.913 1.544
C 2.785 0.109 0.738
C 3.152 0.766 -0.754
C 4.587 0.417 -1.530
S 5.427 2.064 -1.852
O 5.505 2.319 -3.401
O 6.813 2.011 -1.162
C 2.142 1.790 -1.566
C 0.667 2.188 -0.946
C 0.269 1.520 0.507
C 1.302 0.510 1.354
C 0.719 -0.080 2.809
O 1.454 -0.089 3.917
C -0.883 -0.555 2.710
C -1.399 -1.967 3.357
F -0.214 -2.532 4.112
F -2.459 -1.852 4.385
C -1.704 -3.157 2.221
F -1.050 -2.865 0.925
F -1.088 -4.443 2.723
C -1.819 0.366 1.942
Si -3.683 0.035 1.624
C -4.030 -1.497 0.444
C -4.769 -0.046 3.259
C -4.512 1.521 0.631
C -1.203 1.769 1.266
O -1.762 2.972 1.367
H 3.785 -4.640 1.862
H 3.686 -3.181 3.188
H 5.236 -3.329 2.105
H 3.724 -2.668 -0.071
H 2.182 -2.559 1.111
H 4.923 -0.733 1.229
H 3.664 -0.916 2.706
H 5.242 -0.357 -0.922
H 4.267 -0.150 -2.528
H 4.680 3.129 -1.315
H 2.403 2.247 -2.625
H -0.103 2.911 -1.479
H -2.856 -3.372 2.159
H -4.452 -2.426 1.016
H -3.053 -1.724 -0.188
H -4.858 -1.215 -0.370
H -5.739 0.605 3.194
H -4.132 0.188 4.221
H -5.128 -1.184 3.308
H -4.688 2.426 1.384
H -3.689 1.871 -0.125
H -5.520 1.179 0.139
C 1.821 0.771 -8.094
C 0.822 1.480 -7.198
O -0.023 0.527 -6.535
C 0.489 -0.048 -5.401
O 1.602 0.205 -4.948
C -0.528 -1.000 -4.773
F -1.141 -1.800 -5.693
F -1.527 -0.330 -4.128
F 0.023 -1.839 -3.851
H 1.306 0.106 -8.795
H 2.413 1.495 -8.662
H 2.504 0.149 -7.508
H 0.169 2.114 -7.808
H 1.320 2.134 -6.474
C -1.157 -6.539 0.748
C -2.337 -5.901 0.039
O -2.684 -6.650 -1.135
C -3.479 -7.750 -0.937
O -3.888 -8.109 0.164
C -3.809 -8.423 -2.268
F -2.723 -8.540 -3.085
F -4.742 -7.725 -2.978
F -4.308 -9.683 -2.121
H -0.313 -6.658 0.061
H -0.838 -5.927 1.597
H -1.411 -7.537 1.116
H -2.062 -4.895 -0.296
H -3.200 -5.793 0.706
C 0.411 -5.637 6.410
C 1.438 -4.777 7.124
O 2.558 -5.572 7.541
C 3.515 -5.814 6.589
O 3.454 -5.396 5.436
C 4.668 -6.626 7.179
F 4.240 -7.664 7.954
F 5.476 -5.867 7.974
F 5.476 -7.174 6.228
H 0.115 -6.484 7.038
H -0.479 -5.052 6.162
H 0.821 -6.054 5.485
H 0.993 -4.353 8.031
H 1.763 -3.935 6.502
C 7.637 -3.820 8.628
C 8.892 -4.662 8.771
O 10.064 -3.858 8.568
C 10.499 -3.140 9.653
O 9.945 -3.154 10.749
C 11.775 -2.372 9.313
F 11.710 -1.749 8.101
F 12.867 -3.188 9.261
F 12.071 -1.399 10.221
H 7.630 -3.300 7.665
H 6.742 -4.444 8.702
H 7.589 -3.051 9.405
H 8.901 -5.438 7.997
H 8.928 -5.173 9.739
C -3.696 -1.595 -9.010
C -3.824 -0.087 -9.131
O -2.702 0.458 -9.840
C -2.770 0.407 -11.209
O -3.715 -0.073 -11.830
C -1.539 1.063 -11.834
F -0.377 0.694 -11.222
F -1.590 2.424 -11.761
F -1.384 0.759 -13.153
H -2.738 -1.864 -8.554
H -4.506 -2.005 -8.401
H -3.725 -2.073 -9.994
H -3.817 0.361 -8.132
H -4.768 0.201 -9.606
C -2.335 8.066 -1.943
C -3.233 7.108 -1.183
O -3.669 6.040 -2.038
C -2.793 4.996 -2.194
O -1.692 4.940 -1.654
C -3.400 3.913 -3.085
F -4.013 4.423 -4.192
F -4.348 3.181 -2.430
F -2.479 3.019 -3.542
H -2.835 8.428 -2.847
H -2.066 8.923 -1.319
H -1.414 7.570 -2.265
H -4.133 7.636 -0.851
H -2.741 6.717 -0.285
C -6.787 12.351 -1.436
C -5.468 12.788 -0.826
O -5.172 12.008 0.343
C -4.592 10.785 0.122
O -4.329 10.344 -0.994
C -4.288 10.087 1.447
F -5.318 10.170 2.337
F -3.201 10.625 2.072
F -4.022 8.758 1.301
H -7.588 12.389 -0.690
H -7.056 12.995 -2.278
H -6.734 11.318 -1.793
H -5.544 13.831 -0.501
H -4.649 12.735 -1.552
*
```

(2)
Below is a structure of composition C47H57I2N2O8RbSi at a distorted geometry, with properties calculated with wB97M-V/def2-TZVPD.

As for the calculated total energy: -93755.276 eV. As for the orbital gap (alpha / beta): 6.051 / 6.008 eV. For the molecular weight, the calculation gives 1145.34 g/mol. For the relative energy (zero: lowest compared OMol25 entry of this formula, charge and spin), the calculation gives 45.05 kcal per mole. Its LUMO energy (alpha / beta) is 3.6 / 3.6 eV.

Structure (ORCA input):
```
! RIJCOSX wB97M-V def2-TZVPD def2/J DEFGRID3
* xyz -2 1
Rb 2.427 -0.121 1.240
C -5.551 3.117 -1.889
C -4.304 3.782 -1.285
C -3.933 5.018 -2.113
C -4.643 4.257 0.131
C -3.193 2.744 -1.308
C -2.752 2.103 -0.178
C -1.861 1.031 -0.273
N -1.282 0.467 0.854
C -1.950 0.338 2.048
C -3.345 0.279 2.077
C -4.021 0.217 3.266
C -3.256 0.208 4.449
C -1.892 0.252 4.483
C -1.139 0.294 3.245
O 0.106 0.312 3.183
C -1.113 0.163 5.783
C -0.180 1.373 5.922
C -2.021 0.116 7.018
C -0.266 -1.115 5.763
C -5.534 0.108 3.359
C -5.893 -1.221 4.039
C -6.209 0.129 1.985
C -6.088 1.287 4.178
C -1.414 0.558 -1.535
O -0.803 -0.602 -1.712
C -1.698 1.361 -2.678
C -2.598 2.389 -2.529
C -1.057 1.101 -4.036
C 0.369 0.557 -3.898
C -1.927 0.083 -4.783
C -0.960 2.399 -4.858
H -6.386 3.816 -1.920
H -5.841 2.258 -1.289
H -5.348 2.767 -2.898
H -4.703 5.782 -2.008
H -3.841 4.780 -3.169
H -2.987 5.432 -1.772
H -5.439 4.999 0.085
H -3.778 4.717 0.602
H -4.989 3.439 0.756
H -3.056 2.422 0.804
H -3.869 0.224 1.138
H -3.794 0.136 5.380
H -0.752 2.302 5.937
H 0.518 1.391 5.090
H 0.396 1.291 6.843
H -2.647 1.005 7.086
H -1.403 0.073 7.913
H -2.654 -0.770 7.010
H 0.483 -1.047 4.980
H -0.895 -1.989 5.594
H 0.256 -1.225 6.712
H -5.454 -2.048 3.484
H -6.975 -1.348 4.072
H -5.510 -1.259 5.055
H -5.877 -0.712 1.382
H -5.996 1.056 1.457
H -7.290 0.053 2.106
H -5.680 1.285 5.186
H -7.176 1.234 4.253
H -5.825 2.230 3.700
H -2.857 2.963 -3.402
H 0.374 -0.448 -3.495
H 0.959 1.185 -3.235
H 0.857 0.534 -4.871
H -1.959 -0.854 -4.233
H -1.513 -0.108 -5.770
H -2.947 0.452 -4.895
H -0.510 3.189 -4.259
H -1.929 2.742 -5.217
H -0.332 2.233 -5.731
I -1.012 -3.902 2.860
C 0.716 -2.823 2.263
I 1.633 -3.623 0.530
H 1.428 -2.852 3.078
H 0.400 -1.818 2.039
O -0.121 0.022 0.702
O -0.736 -1.443 -0.656
O 3.806 -0.138 -1.172
Si 4.648 -1.156 -1.968
C 3.662 -2.409 -3.019
C 3.600 -3.760 -2.709
C 2.849 -4.643 -3.466
C 2.123 -4.180 -4.550
C 2.155 -2.832 -4.866
C 2.921 -1.965 -4.106
C 5.861 -2.245 -0.965
C 5.795 -2.199 0.421
C 6.615 -2.979 1.217
C 7.540 -3.827 0.631
C 7.632 -3.882 -0.751
C 6.802 -3.096 -1.534
C 5.809 -0.320 -3.246
C 6.294 0.944 -2.941
C 7.080 1.659 -3.827
C 7.411 1.106 -5.053
C 6.954 -0.162 -5.373
C 6.162 -0.860 -4.476
H 4.158 -4.129 -1.858
H 2.822 -5.695 -3.206
H 1.529 -4.867 -5.143
H 1.577 -2.461 -5.707
H 2.953 -0.913 -4.352
H 5.087 -1.528 0.883
H 6.532 -2.928 2.296
H 8.190 -4.438 1.248
H 8.357 -4.546 -1.214
H 6.891 -3.145 -2.613
H 6.024 1.368 -1.986
H 7.432 2.653 -3.570
H 8.015 1.664 -5.760
H 7.213 -0.600 -6.332
H 5.798 -1.844 -4.745
O 3.109 -0.605 4.822
N 3.430 -0.587 3.649
O 3.848 0.436 3.130
O 3.351 -1.617 2.983
*
```